{
  "formula": "C13H21HgN8O2",
  "method": "the ωB97M-V functional and the def2-TZVPD basis",
  "elements": ["Hg", "N", "C", "N", "C", "N", "N", "C", "N", "C", "C", "C", "C", "C", "N", "H", "H", "H", "H", "H", "H", "H", "H", "N", "C", "N", "O", "H", "H", "H", "H", "C", "C", "C", "C", "O", "H", "H", "H", "H", "H", "H", "H", "H", "H"],
  "coordinates": [[0.3351, 1.3638, 0.1755], [-2.7377, -0.0416, 1.4955], [-1.7120, -0.7968, 1.9464], [-1.9971, -1.8579, 2.6955], [-0.9161, -2.5638, 3.0740], [-1.1627, -3.6579, 3.8283], [0.3523, -2.2998, 2.7848], [0.5391, -1.1982, 2.0287], [-0.4821, -0.4258, 1.5879], [1.8597, -0.8121, 1.6573], [2.9947, -1.5528, 2.0741], [4.2462, -1.1851, 1.6864], [4.4040, -0.0406, 0.8581], [3.2883, 0.6542, 0.4895], [2.0379, 0.3124, 0.8644], [-3.6519, -0.2221, 1.8671], [-2.5435, 0.8393, 1.0448], [-2.1021, -3.8452, 4.1222], [-0.3900, -4.1754, 4.2015], [2.8198, -2.4125, 2.7046], [5.1092, -1.7522, 2.0078], [5.3762, 0.2894, 0.5238], [3.3625, 1.5331, -0.1384], [1.1888, -2.3694, -1.2160], [0.7748, -1.4968, -2.1729], [0.8420, -1.9573, -3.4635], [0.3624, -0.3690, -1.9235], [1.7852, -3.1377, -1.4660], [1.2940, -2.0002, -0.2809], [0.7860, -2.9479, -3.6215], [0.3437, -1.3846, -4.1222], [-0.6175, 2.8884, -2.5183], [-1.7080, 2.7631, -1.4565], [-2.5483, 4.0403, -1.4236], [-2.6037, 1.5596, -1.7434], [-1.1408, 2.6584, -0.1584], [-1.0426, 3.0678, -3.5072], [-0.0348, 1.9645, -2.5674], [0.0469, 3.7182, -2.2721], [-3.0509, 4.2069, -2.3779], [-1.9129, 4.8997, -1.2062], [-3.3037, 3.9662, -0.6401], [-3.0753, 1.6451, -2.7250], [-3.3948, 1.4926, -0.9938], [-2.0201, 0.6399, -1.7235]],
  "forces_ev_per_angstrom": [[0.407, -0.311, 0.292], [0.004, -0.002, 0.027], [0.017, -0.037, 0.003], [-0.047, -0.061, 0.047], [-0.087, 0.114, -0.015], [0.017, -0.077, -0.010], [0.083, -0.028, -0.008], [-0.123, 0.023, 0.035], [0.016, 0.039, -0.015], [-0.064, -0.108, 0.052], [0.028, -0.019, 0.005], [-0.049, -0.048, 0.041], [-0.033, 0.116, -0.083], [0.181, 0.011, -0.047], [-0.115, 0.150, -0.175], [-0.001, -0.011, -0.003], [0.034, 0.011, 0.024], [-0.003, 0.013, 0.007], [-0.003, 0.008, 0.010], [-0.006, 0.005, -0.006], [0.004, -0.006, 0.004], [-0.001, 0.012, -0.003], [0.039, -0.013, 0.010], [-0.002, 0.056, 0.046], [-0.033, 0.032, 0.104], [0.011, -0.024, -0.046], [0.006, 0.028, 0.004], [0.009, -0.017, 0.000], [-0.002, -0.025, -0.027], [0.015, -0.057, -0.018], [-0.013, 0.026, -0.047], [0.000, -0.087, 0.026], [-0.084, 0.268, -0.022], [0.015, -0.029, 0.000], [0.032, 0.066, -0.038], [-0.276, 0.047, -0.111], [-0.028, 0.008, -0.022], [0.009, 0.017, -0.031], [-0.007, 0.015, 0.018], [-0.008, -0.004, -0.015], [0.001, -0.012, -0.001], [-0.001, 0.005, 0.005], [0.006, -0.004, -0.006], [-0.002, 0.011, -0.016], [0.050, -0.101, 0.003]],
  "s_squared": 0.76,
  "multiplicity": 2,
  "lumo_energy_ev": [0.576, 0.148],
  "homo_ev": [-5.48, -8.84],
  "relative_energy_kcal_mol": 0.21,
  "e_tot_ev": -34014.5702,
  "homo_lumo_gap_ev": [6.06, 8.99],
  "charge": 0
}